Here is C35H27CrF5N5O3 as an isolated structure from the Open Molecules 2025 dataset. Energies are from ωB97M-V/def2-TZVPD.

Cartesian coordinates (Å):
Cr  0.42  0.17  0.21
O  -1.09  0.97  -0.70
C  -2.07  0.33  -1.27
C  -3.34  0.95  -1.32
C  -4.41  0.33  -1.92
C  -4.28  -0.94  -2.53
C  -3.05  -1.55  -2.50
C  -1.94  -0.94  -1.87
C  -0.69  -1.64  -1.90
N  0.37  -1.30  -1.29
C  1.58  -2.14  -1.41
C  2.56  -1.77  -0.28
N  1.76  -1.30  0.84
C  1.58  -2.12  1.82
C  0.50  -2.10  2.76
C  0.60  -2.88  3.93
C  -0.44  -2.95  4.82
C  -1.62  -2.25  4.52
C  -1.76  -1.51  3.37
C  -0.69  -1.40  2.45
O  -0.88  -0.72  1.36
H  -3.44  1.92  -0.86
H  -5.37  0.83  -1.93
H  -5.13  -1.41  -3.00
H  -2.92  -2.51  -2.97
H  -0.67  -2.56  -2.51
H  2.05  -2.00  -2.38
H  1.29  -3.19  -1.32
H  3.24  -0.99  -0.61
H  3.16  -2.64  0.00
H  2.28  -2.95  1.91
H  1.52  -3.41  4.12
H  -0.35  -3.53  5.73
H  -2.46  -2.29  5.21
H  -2.67  -0.98  3.13
F  1.29  0.57  3.46
C  0.91  1.75  2.90
C  0.60  1.82  1.56
C  0.33  3.11  1.12
F  0.08  3.38  -0.18
C  0.30  4.22  1.95
F  0.02  5.44  1.46
C  0.60  4.07  3.29
F  0.59  5.14  4.10
C  0.91  2.82  3.77
F  1.23  2.67  5.07
C  5.65  4.27  -9.67
C  4.50  3.81  -8.82
C  3.24  4.39  -8.92
C  2.19  3.98  -8.13
C  2.36  2.94  -7.22
N  1.24  2.52  -6.45
C  1.21  2.06  -5.15
O  0.27  1.44  -4.73
N  2.32  2.41  -4.40
C  2.53  2.13  -3.04
C  3.69  2.60  -2.44
C  3.94  2.33  -1.10
C  3.01  1.60  -0.38
N  1.89  1.16  -0.96
C  1.64  1.41  -2.24
C  3.61  2.33  -7.12
C  4.66  2.78  -7.90
H  5.35  5.08  -10.34
H  6.04  3.46  -10.28
H  6.48  4.64  -9.06
H  3.08  5.20  -9.63
H  1.22  4.46  -8.20
H  0.37  2.38  -6.92
H  3.00  3.01  -4.84
H  4.40  3.17  -3.02
H  4.83  2.69  -0.62
H  3.14  1.38  0.67
H  0.70  1.05  -2.63
H  3.75  1.49  -6.45
H  5.62  2.29  -7.81

The value obtained for the energy relative to the best compared isomer or geometry (same formula, charge and spin) is 7.37 kcal per mole. The gap between HOMO and LUMO (alpha / beta) is 7.667 / 7.636 eV. Its LUMO energy (alpha / beta) is 0.1395 / -0.0609 eV. Its spin multiplicity is 4. The calculation puts the energy at -3393.34352 hartree. As for the strongest force on any atom: 0.8 eV/A. For the HOMO energy (alpha / beta), the calculation gives -7.53 / -7.70 eV.



Here is C35H27N11OSW as an isolated structure in a non-equilibrium geometry from the Open Molecules 2025 dataset. Energies are from ωB97M-V/def2-TZVPD.

Cartesian coordinates (Å):
W  -0.76  0.17  0.24
C  -0.90  -0.24  4.65
C  -1.17  0.12  3.34
N  -0.57  -0.52  2.34
C  0.28  -1.55  2.61
C  0.53  -1.88  3.93
N  -0.05  -1.23  4.92
C  0.84  -2.17  1.43
C  1.55  -3.34  1.45
C  2.02  -3.92  0.25
C  1.67  -3.27  -0.94
C  0.93  -2.10  -0.92
N  0.54  -1.51  0.27
C  0.40  -1.45  -2.07
C  0.70  -1.70  -3.41
N  0.04  -1.18  -4.40
C  -1.03  -0.42  -4.10
C  -1.35  -0.10  -2.81
N  -0.60  -0.55  -1.78
C  2.77  -5.18  0.24
C  3.12  -5.82  -0.95
C  3.84  -7.01  -0.89
N  4.24  -7.60  0.23
C  3.91  -7.00  1.35
C  3.17  -5.81  1.42
H  -1.37  0.26  5.48
H  -1.80  0.95  3.11
H  1.22  -2.67  4.22
H  1.74  -3.80  2.40
H  1.92  -3.68  -1.90
H  1.56  -2.32  -3.66
H  -1.63  -0.08  -4.94
H  -2.20  0.51  -2.56
H  2.83  -5.45  -1.92
H  4.11  -7.52  -1.82
H  4.26  -7.48  2.26
H  2.96  -5.40  2.39
N  -4.71  -2.14  -0.30
C  -3.72  -1.31  0.01
S  -2.11  -1.97  0.22
N  -3.98  -0.06  0.13
N  -2.87  0.72  0.50
C  -3.29  1.88  0.95
C  -2.55  3.05  1.28
C  -3.22  4.28  1.43
C  -2.50  5.44  1.60
C  -1.11  5.39  1.64
C  -0.42  4.19  1.53
C  -1.14  3.00  1.37
O  -0.50  1.83  1.34
H  -4.63  -3.13  -0.31
H  -5.64  -1.74  -0.31
H  -4.37  2.00  1.00
H  -4.30  4.27  1.40
H  -3.01  6.38  1.73
H  -0.56  6.31  1.76
H  0.66  4.15  1.61
N  1.48  0.88  -0.04
C  1.72  2.11  -0.78
C  2.97  2.68  -0.94
C  3.10  3.89  -1.65
C  1.99  4.50  -2.16
C  0.72  3.93  -2.00
C  -0.45  4.56  -2.46
C  -1.66  3.97  -2.29
C  -1.72  2.72  -1.65
N  -0.66  2.08  -1.17
C  0.57  2.69  -1.32
H  2.09  0.16  -0.40
H  1.73  1.02  0.92
H  3.85  2.20  -0.53
H  4.08  4.34  -1.79
H  2.07  5.44  -2.70
H  -0.36  5.54  -2.95
H  -2.57  4.46  -2.64
H  -2.69  2.26  -1.48

Its total charge is +2. The value obtained for the energy relative to the best compared isomer or geometry (same formula, charge and spin) is 2.52 kcal per mole. The gap between HOMO and LUMO (alpha / beta) is 5.086 / 6.460 eV. Its LUMO energy (alpha / beta) is -6.3492 / -7.2199 eV. Its spin multiplicity is 3. The calculation puts the energy at -2492.39256 hartree. As for the strongest force on any atom: 1.1 eV/A. For the HOMO energy (alpha / beta), the calculation gives -11.44 / -13.68 eV.



Here is C35H27N2O7PRu as an isolated structure in a non-equilibrium geometry from the Open Molecules 2025 dataset. Energies are from ωB97M-V/def2-TZVPD.

Cartesian coordinates (Å):
Ru  -0.27  -0.96  0.58
O  -2.41  -5.66  -1.25
C  -3.48  -4.96  -0.80
C  -4.72  -5.59  -0.85
C  -5.85  -4.92  -0.43
C  -5.77  -3.62  0.05
C  -4.54  -3.00  0.11
C  -3.38  -3.65  -0.31
C  -2.09  -2.96  -0.17
O  -2.05  -1.92  0.60
N  -1.05  -3.41  -0.81
N  0.07  -2.63  -0.50
C  1.19  -3.08  -0.93
C  2.49  -2.56  -0.63
C  3.61  -3.23  -1.17
C  4.89  -2.84  -0.86
C  5.07  -1.75  0.00
C  4.00  -1.08  0.54
C  2.68  -1.47  0.23
O  1.70  -0.77  0.76
H  -1.64  -5.06  -1.25
H  -4.77  -6.60  -1.24
H  -6.81  -5.42  -0.48
H  -6.66  -3.10  0.38
H  -4.44  -1.99  0.50
H  1.13  -3.97  -1.54
H  3.43  -4.07  -1.82
H  5.74  -3.38  -1.26
H  6.07  -1.43  0.25
H  4.13  -0.24  1.21
O  0.82  -0.84  4.14
C  0.39  -0.05  3.35
O  -0.49  -0.30  2.40
C  0.77  1.41  3.35
C  1.15  2.00  4.55
C  1.46  3.35  4.59
C  1.41  4.11  3.43
C  1.04  3.52  2.23
C  0.72  2.17  2.18
P  0.33  1.48  0.54
C  -0.67  2.79  -0.23
C  -1.74  3.31  0.50
C  -2.52  4.32  -0.03
C  -2.25  4.80  -1.31
C  -1.21  4.27  -2.05
C  -0.42  3.26  -1.51
C  1.90  1.58  -0.40
C  1.93  0.99  -1.67
C  3.08  1.05  -2.44
C  4.22  1.67  -1.94
C  4.21  2.22  -0.67
C  3.05  2.17  0.10
H  1.18  1.38  5.44
H  1.73  3.81  5.53
H  1.66  5.16  3.46
H  1.01  4.12  1.33
H  -1.97  2.92  1.48
H  -3.34  4.72  0.54
H  -2.86  5.59  -1.73
H  -1.00  4.64  -3.04
H  0.40  2.87  -2.09
H  1.06  0.48  -2.05
H  3.10  0.61  -3.42
H  5.13  1.71  -2.53
H  5.10  2.67  -0.26
H  3.06  2.59  1.10
C  -2.95  0.50  -2.19
C  -2.01  0.24  -1.05
O  -0.91  -0.42  -1.31
O  -2.25  0.64  0.09
H  -2.74  -0.14  -3.03
H  -2.84  1.55  -2.49
H  -3.97  0.35  -1.84

The gap between HOMO and LUMO (alpha / beta) is 6.382 / 6.311 eV. Its LUMO energy (alpha / beta) is -1.4663 / -1.6459 eV. The calculation puts the energy at -2422.40257 hartree. As for the strongest force on any atom: 2.2 eV/A. For the HOMO energy (alpha / beta), the calculation gives -7.85 / -7.96 eV.



Here is C35H28CaN4O10S as an isolated structure in a non-equilibrium geometry from the Open Molecules 2025 dataset. Energies are from ωB97M-V/def2-TZVPD.

Cartesian coordinates (Å):
Ca  1.25  -0.91  -0.13
O  -1.51  -2.50  -0.04
C  -1.89  -2.66  -1.39
C  -0.58  -2.69  -2.28
O  -0.72  -2.94  -3.48
O  0.49  -2.42  -1.65
C  -2.70  -3.94  -1.60
C  -3.14  -4.31  -2.87
C  -3.89  -5.47  -3.05
C  -4.22  -6.27  -1.96
C  -3.79  -5.90  -0.69
C  -3.03  -4.75  -0.52
C  -2.66  -1.38  -1.76
C  -4.05  -1.31  -1.76
C  -4.69  -0.10  -1.99
C  -3.96  1.06  -2.20
C  -2.57  1.00  -2.20
C  -1.93  -0.21  -1.98
H  -0.54  -2.59  -0.04
H  -2.86  -3.70  -3.72
H  -4.22  -5.74  -4.04
H  -4.81  -7.17  -2.10
H  -4.04  -6.52  0.16
H  -2.69  -4.46  0.47
H  -4.63  -2.20  -1.59
H  -5.78  -0.06  -1.99
H  -4.47  2.01  -2.37
H  -1.98  1.89  -2.35
H  -0.84  -0.23  -1.99
O  5.48  -0.79  -1.24
C  4.32  -0.39  -1.05
O  3.41  -0.98  -0.38
C  3.98  0.99  -1.66
C  5.04  1.71  -2.13
C  4.88  3.01  -2.66
C  3.64  3.62  -2.68
C  2.57  2.91  -2.19
C  2.64  1.53  -1.73
O  1.58  0.89  -1.47
N  1.32  3.63  -2.14
O  1.09  4.48  -3.00
O  0.54  3.41  -1.23
N  6.02  3.74  -3.14
O  5.86  4.88  -3.55
O  7.12  3.21  -3.09
H  6.01  1.25  -2.08
H  3.52  4.62  -3.05
S  1.99  -1.98  4.69
C  1.16  -3.37  4.13
C  0.80  -3.24  2.82
C  1.17  -2.01  2.17
C  1.83  -1.23  3.09
C  2.39  0.09  2.89
C  3.28  0.69  3.80
C  3.76  1.96  3.56
C  3.36  2.64  2.42
C  2.49  1.98  1.56
N  2.02  0.76  1.78
H  0.98  -4.21  4.79
H  0.26  -4.03  2.30
H  3.61  0.14  4.68
H  4.46  2.42  4.25
H  3.71  3.63  2.18
H  2.14  2.46  0.64
C  -3.27  2.54  2.03
C  -1.81  2.27  2.40
C  -1.70  1.73  3.84
C  -0.97  3.55  2.24
C  -1.26  1.26  1.50
N  -0.76  0.49  0.81
H  -3.68  3.30  2.69
H  -3.87  1.63  2.12
H  -3.35  2.90  1.00
H  -2.10  2.48  4.53
H  -0.66  1.53  4.09
H  -2.27  0.81  3.95
H  -1.37  4.33  2.88
H  -0.97  3.89  1.20
H  0.07  3.35  2.53

Its total charge is -2. The value obtained for the energy relative to the best compared isomer or geometry (same formula, charge and spin) is 6.69 kcal per mole. The gap between HOMO and LUMO is 7.118 eV. Its LUMO energy is 3.9260 eV. The calculation puts the energy at -3397.86764 hartree. As for the strongest force on any atom: 1.1 eV/A. For the HOMO energy, the calculation gives -3.19 eV.



Here is C35H28ClN6O6V as an isolated structure in a non-equilibrium geometry from the Open Molecules 2025 dataset. Energies are from ωB97M-V/def2-TZVPD.

Cartesian coordinates (Å):
V  -0.85  -0.19  -0.24
C  -1.55  0.05  4.14
C  -0.25  0.15  3.43
N  -0.01  0.03  2.13
C  1.35  0.20  1.99
C  1.94  0.42  3.20
N  0.91  0.38  4.09
C  3.33  0.66  3.70
O  4.30  0.70  2.82
O  3.47  0.83  4.88
C  1.92  0.08  0.65
O  3.07  0.20  0.34
O  0.95  -0.22  -0.23
H  -2.26  -0.53  3.56
H  -1.98  1.04  4.33
H  -1.41  -0.44  5.11
H  1.05  0.49  5.08
H  4.01  0.56  1.89
C  -4.02  9.02  -9.83
O  -3.58  9.26  -8.49
C  -3.29  8.21  -7.72
C  -2.87  8.51  -6.42
C  -2.54  7.50  -5.55
C  -2.62  6.16  -5.94
C  -3.05  5.87  -7.24
C  -3.38  6.87  -8.12
C  -2.27  5.12  -5.00
N  -2.08  5.29  -3.70
C  -1.76  4.07  -3.21
C  -1.75  3.11  -4.22
N  -2.08  3.80  -5.35
C  -1.42  1.75  -3.98
C  -1.35  0.73  -4.95
C  -0.99  -0.54  -4.58
C  -0.76  -0.82  -3.24
N  -0.84  0.11  -2.30
C  -1.12  1.40  -2.65
C  -1.12  2.38  -1.60
N  -0.83  1.95  -0.35
C  -0.79  2.83  0.64
C  -1.05  4.19  0.45
C  -1.39  4.63  -0.81
C  -1.44  3.72  -1.87
H  -4.19  10.00  -10.26
H  -4.95  8.45  -9.85
H  -3.25  8.50  -10.41
H  -2.80  9.55  -6.13
H  -2.21  7.73  -4.54
H  -3.16  4.84  -7.57
H  -3.72  6.62  -9.12
H  -2.12  3.45  -6.29
H  -1.57  0.95  -5.99
H  -0.90  -1.33  -5.31
H  -0.52  -1.82  -2.91
H  -0.56  2.44  1.62
H  -0.99  4.86  1.29
H  -1.62  5.67  -1.00
C  -1.54  -2.97  1.56
C  -1.23  -2.00  0.50
O  -1.05  -2.13  -0.69
H  -0.91  -3.85  1.43
H  -2.59  -3.26  1.43
H  -1.41  -2.53  2.54
Cl  -3.68  -1.17  -1.86
C  -4.28  -1.55  -0.27
C  -5.26  -2.52  -0.15
C  -5.78  -2.80  1.10
C  -5.35  -2.08  2.21
C  -4.37  -1.11  2.07
C  -3.78  -0.84  0.83
C  -2.71  0.17  0.68
H  -5.61  -3.04  -1.03
H  -6.55  -3.56  1.20
H  -5.79  -2.26  3.18
H  -4.09  -0.53  2.93
H  -2.51  0.72  1.59
H  -2.97  0.89  -0.12

Its total charge is +2. The gap between HOMO and LUMO (alpha / beta) is 4.486 / 4.483 eV. Its LUMO energy (alpha / beta) is -7.5035 / -7.5072 eV. The calculation puts the energy at -3534.33674 hartree. As for the strongest force on any atom: 1.1 eV/A. For the HOMO energy (alpha / beta), the calculation gives -11.99 / -11.99 eV.



Here is C35H28CoN2O5S2Se3Te as an isolated structure in a non-equilibrium geometry from the Open Molecules 2025 dataset. Energies are from ωB97M-V/def2-TZVPD.

Cartesian coordinates (Å):
Co  0.33  -0.66  -0.73
Se  -1.35  -2.12  1.09
Se  -2.36  -3.77  2.22
Te  -0.78  -5.44  -1.07
Se  -0.08  -3.10  -0.60
C  3.57  -3.99  6.22
C  3.09  -2.96  5.23
C  2.38  -3.33  4.09
C  1.93  -2.37  3.19
C  2.18  -1.03  3.44
C  2.88  -0.64  4.57
C  3.33  -1.60  5.46
S  1.49  0.19  2.36
O  2.17  1.44  2.62
O  0.07  0.18  2.63
N  1.75  -0.40  0.89
C  3.08  -0.38  0.44
C  4.21  0.00  1.15
C  5.49  -0.01  0.55
C  5.69  -0.41  -0.74
C  4.58  -0.86  -1.48
C  4.68  -1.36  -2.80
C  3.57  -1.79  -3.46
C  2.33  -1.71  -2.81
N  2.20  -1.25  -1.60
C  3.29  -0.83  -0.90
H  3.38  -5.00  5.85
H  3.07  -3.88  7.18
H  4.65  -3.89  6.39
H  2.17  -4.37  3.91
H  1.37  -2.68  2.31
H  3.04  0.41  4.75
H  3.88  -1.30  6.35
H  4.13  0.33  2.17
H  6.34  0.32  1.15
H  6.67  -0.40  -1.19
H  5.67  -1.42  -3.26
H  3.63  -2.20  -4.46
H  1.42  -2.05  -3.30
O  -0.68  1.19  0.08
S  -1.96  0.91  0.83
C  -2.44  2.41  1.68
C  -1.92  3.64  1.32
C  -2.39  4.78  1.95
C  -3.37  4.68  2.94
C  -3.85  3.43  3.31
C  -3.38  2.29  2.69
C  -3.23  1.04  -0.42
C  -3.09  1.94  -1.47
C  -4.03  1.94  -2.49
C  -5.09  1.04  -2.46
C  -5.21  0.14  -1.42
C  -4.28  0.14  -0.39
H  -1.15  3.69  0.56
H  -2.00  5.75  1.68
H  -3.74  5.57  3.43
H  -4.59  3.35  4.10
H  -3.74  1.30  2.97
H  -2.23  2.60  -1.50
H  -3.92  2.63  -3.32
H  -5.80  1.03  -3.28
H  -6.03  -0.57  -1.40
H  -4.35  -0.59  0.41
O  0.34  0.58  -2.59
C  -0.79  0.09  -2.85
O  -1.34  -0.74  -2.09
C  -1.50  0.49  -4.11
C  -1.11  1.63  -4.80
C  -1.78  2.01  -5.96
C  -2.83  1.23  -6.44
C  -3.21  0.08  -5.76
C  -2.55  -0.29  -4.59
H  -0.28  2.21  -4.42
H  -1.48  2.90  -6.49
H  -3.35  1.53  -7.34
H  -4.01  -0.53  -6.14
H  -2.83  -1.18  -4.04

Its total charge is -1. The gap between HOMO and LUMO (alpha / beta) is 6.174 / 4.821 eV. Its LUMO energy (alpha / beta) is 2.3315 / 1.1505 eV. Its spin multiplicity is 5. The calculation puts the energy at -11487.85432 hartree. As for the strongest force on any atom: 1.6 eV/A. For the HOMO energy (alpha / beta), the calculation gives -3.84 / -3.67 eV.